Molecular formula: C5H13N3
Method: DFT, ωB97M-V/def2-TZVPD

Structure (ORCA input):
```
! wB97M-V def2-TZVPD RIJCOSX def2/J DEFGRID3
* xyz 0 1
C 0.04 1.27 0.10
C -0.52 0.61 -1.21
C -2.03 0.22 -1.11
C -0.58 -0.41 1.86
C 2.55 -0.63 0.17
N 0.26 -0.51 -1.55
N 0.40 0.18 1.03
N 1.10 -0.81 0.40
H 0.97 1.76 -0.27
H -0.82 1.75 0.51
H -0.34 1.39 -1.94
H -2.44 0.98 -0.50
H -2.28 -0.68 -0.64
H -2.40 0.06 -2.12
H -1.04 -1.18 1.11
H -0.18 -0.85 2.77
H -1.40 0.32 2.21
H 2.94 -1.57 -0.18
H 3.03 0.04 -0.59
H 2.90 -0.50 1.26
H -0.17 -1.43 -1.34
*
```

## Properties
HOMO-LUMO gap	9.020	eV
relative energy (zero: lowest compared OMol25 entry of this formula, charge and spin)	501.0	kJ/mol
E	-9861.17369	eV
E_HOMO	-8.459	eV

---

Molecular formula: C2H6IN3
Method: DFT, ωB97M-V/def2-TZVPD

Structure (ORCA input):
```
! wB97M-V def2-TZVPD RIJCOSX def2/J DEFGRID3
* xyz 0 1
C -1.89 2.35 -0.46
C -0.16 -0.73 -1.01
N -0.98 2.33 0.21
N -0.25 -1.32 1.15
N 0.48 -0.95 0.05
I 3.71 0.28 0.00
H 0.35 -0.37 -1.92
H -1.30 -0.48 -0.92
H -0.11 2.34 0.74
H -1.29 -1.46 0.74
H 0.10 -2.10 1.66
H 2.47 -0.55 -0.24
*
```

## Properties
HOMO-LUMO gap	10.493	eV
relative energy (zero: lowest compared OMol25 entry of this formula, charge and spin)	130.2	kJ/mol
E	-14738.64878	eV
E_HOMO	-9.708	eV

---

Molecular formula: C28H28F33N3O7S
Method: DFT, ωB97M-V/def2-TZVPD

Structure (ORCA input):
```
! wB97M-V def2-TZVPD RIJCOSX def2/J DEFGRID3
* xyz 0 1
C 2.71 1.85 0.68
C 3.95 1.43 -0.18
C 4.56 2.76 -0.77
C 3.59 0.41 -1.35
N 2.55 -0.60 -0.98
C 3.15 -1.45 -0.04
N 3.23 -1.21 1.27
N 3.68 -2.69 -0.51
C 2.45 -3.50 -0.80
C 1.51 -2.78 -1.81
C 2.00 -1.31 -2.14
C 3.06 -1.48 -3.33
O 3.18 -0.60 -4.19
O 3.79 -2.51 -3.37
S 0.56 -0.40 -2.91
O 0.29 -1.12 -4.17
O 0.88 0.98 -3.23
C -1.02 -0.53 -1.91
F -1.87 0.43 -2.42
F -1.64 -1.72 -2.13
C -0.86 -0.18 -0.39
F -0.22 1.03 -0.34
F -0.11 -1.09 0.31
C -2.22 0.00 0.40
F -3.32 -0.54 -0.24
F -2.10 -0.68 1.62
C -2.60 1.48 0.78
F -3.84 1.42 1.35
F -2.71 2.30 -0.27
F -1.80 1.99 1.76
H 2.02 2.44 0.01
H 2.11 1.01 1.10
H 3.03 2.53 1.51
H 4.68 0.93 0.50
H 4.43 3.61 -0.06
H 5.67 2.63 -0.88
H 4.15 3.01 -1.77
H 3.23 1.06 -2.19
H 4.57 -0.05 -1.64
H 4.10 -1.34 1.78
H 2.42 -0.92 1.81
H 4.23 -3.13 0.23
H 1.90 -3.53 0.18
H 2.68 -4.56 -1.06
H 0.48 -2.83 -1.40
H 1.59 -3.31 -2.79
C -1.68 0.75 -6.85
C -1.64 1.99 -7.76
C -2.48 3.19 -7.30
F -3.79 2.90 -7.20
F -2.38 4.20 -8.20
F -1.97 1.63 -9.02
F -0.35 2.41 -7.81
O -2.59 -0.29 -7.22
C -3.92 -0.18 -6.82
C -4.87 -0.01 -8.00
F -4.54 1.05 -8.76
F -6.14 0.20 -7.56
F -4.04 0.80 -5.90
F -4.22 -1.33 -6.18
H -0.69 0.28 -6.95
H -1.76 1.00 -5.79
H -2.13 3.57 -6.33
H -4.86 -0.90 -8.64
C -4.94 -3.57 1.96
C -6.03 -3.70 3.04
C -5.63 -3.27 4.46
F -4.60 -3.98 4.95
F -6.67 -3.46 5.31
F -6.50 -4.97 3.04
F -7.07 -2.91 2.66
O -4.20 -4.75 1.64
C -3.11 -5.08 2.45
C -3.32 -6.38 3.23
F -4.44 -6.32 3.99
F -2.28 -6.60 4.07
F -2.80 -4.03 3.24
F -2.06 -5.25 1.61
H -5.47 -3.34 1.03
H -4.29 -2.71 2.12
H -5.37 -2.21 4.49
H -3.42 -7.23 2.55
C 2.52 4.74 5.59
C 3.38 4.04 4.52
C 3.40 2.51 4.55
F 3.87 2.02 5.71
F 4.21 2.04 3.57
F 4.64 4.54 4.58
F 2.88 4.42 3.31
O 3.18 5.20 6.77
C 3.41 4.29 7.80
C 4.89 4.01 8.02
F 5.49 3.57 6.89
F 5.05 3.04 8.96
F 2.69 3.17 7.58
F 2.90 4.84 8.92
H 2.15 5.66 5.13
H 1.62 4.17 5.83
H 2.40 2.11 4.38
H 5.41 4.91 8.35
*
```

## Properties
HOMO-LUMO gap	6.160	eV
E	-148800.12641	eV
E_HOMO	-8.090	eV

---

Molecular formula: CH8Na5O7
Method: DFT, ωB97M-V/def2-TZVPD

Structure (ORCA input):
```
! wB97M-V def2-TZVPD RIJCOSX def2/J DEFGRID3
* xyz 3 1
Na -1.64 2.34 -2.37
Na -1.07 -0.26 -3.91
Na -1.08 -2.51 -1.69
Na 1.98 0.90 -1.81
Na -3.93 -0.19 -1.89
C -0.53 0.21 -0.56
O 0.01 1.37 -0.50
O -1.55 0.00 -1.43
O 0.00 -0.79 -0.04
O -0.47 1.39 2.47
H -0.09 0.73 3.06
H -0.26 1.11 1.58
O 1.85 -3.03 -0.51
H 2.08 -2.43 -1.22
H 1.34 -2.54 0.14
O 1.42 3.37 1.03
H 1.18 4.15 0.52
H 0.86 2.65 0.73
O 0.24 -2.20 2.39
H 0.18 -1.52 1.72
H -0.53 -2.77 2.28
*
```

## Properties
HOMO-LUMO gap	4.279	eV
relative energy (zero: lowest compared OMol25 entry of this formula, charge and spin)	478.6	kJ/mol
E	-37556.47109	eV
E_HOMO	-17.879	eV

---

Molecular formula: C6H10O
Method: DFT, ωB97M-V/def2-TZVPD

Structure (ORCA input):
```
! wB97M-V def2-TZVPD RIJCOSX def2/J DEFGRID3
* xyz 0 1
C -2.12 -0.46 0.19
C -0.85 -0.05 -0.54
O -0.54 1.28 -0.11
C 0.85 1.53 -0.21
C 1.53 0.17 -0.22
C 1.21 -0.71 0.94
C 0.43 -0.84 -0.34
H -2.94 0.18 -0.16
H -2.01 -0.32 1.27
H -2.38 -1.50 -0.02
H -1.05 -0.08 -1.62
H 1.08 2.10 -1.12
H 1.13 2.14 0.66
H 2.47 0.07 -0.76
H 0.74 -0.26 1.82
H 1.91 -1.51 1.16
H 0.55 -1.74 -0.94
*
```

## Properties
HOMO-LUMO gap	10.695	eV
relative energy (zero: lowest compared OMol25 entry of this formula, charge and spin)	59.2	kJ/mol
E	-8430.62677	eV
SMILES string	C[C@H]1OC[C@H]2C[C@H]21
E_HOMO	-9.561	eV

---

Molecular formula: C48H96Cl4O33
Method: DFT, ωB97M-V/def2-TZVPD

Structure (ORCA input):
```
! wB97M-V def2-TZVPD RIJCOSX def2/J DEFGRID3
* xyz 0 1
C 8.86 -3.00 3.60
C 9.01 -3.70 2.22
O 8.39 -3.04 1.16
C 7.02 -2.91 1.06
O 6.25 -3.47 1.81
O 6.74 -2.03 0.01
C 5.49 -2.09 -0.67
H 9.46 -3.60 4.28
H 7.85 -2.99 3.99
H 9.21 -1.97 3.59
H 8.72 -4.75 2.19
H 10.06 -3.61 1.92
H 4.74 -2.18 0.12
H 5.40 -2.91 -1.39
H 5.33 -1.13 -1.15
C 1.50 -1.39 4.17
C 1.74 -2.16 2.87
O 0.51 -2.84 2.68
C 0.38 -3.57 1.58
O 1.27 -3.84 0.70
O -0.85 -4.04 1.56
C -1.15 -5.00 0.56
H 1.53 -0.34 3.90
H 2.34 -1.54 4.84
H 0.60 -1.64 4.74
H 2.65 -2.76 2.89
H 1.98 -1.46 2.07
H -0.43 -5.81 0.65
H -1.10 -4.65 -0.47
H -2.13 -5.41 0.81
C -6.38 -4.44 -0.75
C -5.01 -4.19 -0.20
O -4.35 -5.40 0.15
C -4.06 -6.35 -0.77
O -3.85 -7.52 -0.47
O -4.00 -5.88 -1.98
C -3.29 -6.56 -3.00
H -6.38 -5.06 -1.65
H -6.84 -3.49 -1.03
H -6.91 -4.87 0.10
H -5.09 -3.59 0.70
H -4.35 -3.68 -0.91
H -3.81 -7.46 -3.32
H -2.31 -6.88 -2.64
H -3.09 -5.90 -3.84
C 2.90 5.17 -0.39
C 2.96 5.90 1.00
O 2.62 4.95 1.97
C 2.44 5.29 3.28
O 2.34 6.42 3.72
O 2.54 4.17 4.11
C 2.92 2.92 3.65
H 3.32 5.72 -1.23
H 1.88 4.91 -0.67
H 3.37 4.18 -0.37
H 2.42 6.82 1.20
H 3.96 6.30 1.19
H 2.60 2.04 4.21
H 3.97 2.89 3.37
H 2.23 2.74 2.82
C -5.85 0.16 -0.95
C -6.97 0.52 -1.90
O -7.75 -0.57 -2.23
C -8.20 -0.81 -3.45
O -8.10 -0.08 -4.38
O -8.64 -2.09 -3.57
C -9.31 -2.57 -4.73
H -4.96 0.77 -1.10
H -5.58 -0.86 -1.24
H -6.18 0.27 0.08
H -6.46 1.00 -2.74
H -7.61 1.27 -1.44
H -9.82 -1.80 -5.31
H -10.01 -3.37 -4.49
H -8.55 -2.92 -5.44
C -1.11 1.70 -3.44
C -1.21 0.14 -3.48
O -2.53 -0.26 -3.77
C -2.91 -1.53 -3.44
O -2.19 -2.37 -2.91
O -4.22 -1.66 -3.86
C -4.92 -2.84 -3.76
H -1.65 2.16 -2.61
H -1.64 2.11 -4.30
H -0.07 2.05 -3.48
H -0.97 -0.24 -2.49
H -0.53 -0.35 -4.17
H -4.31 -3.69 -4.09
H -5.80 -2.76 -4.40
H -5.20 -3.11 -2.74
C -0.95 4.03 2.35
C -0.84 4.63 0.91
O -0.59 5.95 0.89
C -0.51 6.62 -0.31
O -0.61 6.06 -1.41
O -0.26 7.91 0.00
C -0.18 8.85 -1.05
H -1.01 2.95 2.47
H -1.82 4.45 2.85
H -0.12 4.38 2.96
H -1.82 4.45 0.45
H -0.06 4.09 0.38
H 0.85 8.81 -1.42
H -0.09 9.86 -0.65
H -0.88 8.73 -1.87
C -3.50 2.07 4.80
C -4.25 1.90 3.41
O -5.60 1.56 3.61
C -6.08 0.30 3.31
O -5.46 -0.72 2.92
O -7.38 0.41 3.44
C -8.17 -0.82 3.39
H -3.40 1.18 5.42
H -3.99 2.75 5.49
H -2.48 2.44 4.76
H -3.79 1.14 2.77
H -4.31 2.81 2.81
H -7.77 -1.46 4.18
H -8.00 -1.23 2.39
H -9.20 -0.47 3.51
C 1.80 -3.18 -2.42
C 1.61 -1.79 -3.09
O 2.85 -1.26 -3.54
C 2.92 -0.54 -4.76
O 3.89 -0.42 -5.49
O 1.75 0.05 -5.10
C 1.64 0.82 -6.23
H 1.87 -3.89 -3.25
H 1.01 -3.56 -1.77
H 2.72 -3.36 -1.87
H 1.13 -1.13 -2.36
H 0.84 -1.90 -3.84
H 2.51 1.31 -6.66
H 0.94 1.60 -5.91
H 1.20 0.24 -7.04
C 8.45 0.86 0.96
C 7.22 1.39 1.70
O 7.10 2.75 1.43
C 5.91 3.27 1.22
O 4.92 2.65 1.13
O 5.98 4.59 1.07
C 7.16 5.40 1.16
H 8.71 -0.16 1.25
H 9.34 1.43 1.20
H 8.42 0.74 -0.12
H 7.37 1.46 2.77
H 6.34 0.78 1.50
H 6.72 6.31 0.76
H 7.90 5.06 0.43
H 7.51 5.42 2.19
C 2.09 1.73 -1.12
C 2.07 0.54 -0.13
O 0.85 -0.13 -0.31
C -0.28 0.17 0.42
O -0.35 1.10 1.22
O -1.13 -0.85 0.29
C -2.30 -0.92 1.11
H 1.40 2.49 -0.74
H 1.88 1.31 -2.10
H 3.09 2.15 -1.16
H 2.22 0.99 0.85
H 2.92 -0.12 -0.28
H -3.03 -0.14 0.88
H -2.06 -0.82 2.17
H -2.73 -1.92 1.14
Cl 6.42 4.40 -2.94
C 6.09 2.82 -3.64
C 6.18 1.73 -2.54
Cl 6.22 0.15 -3.32
H 6.85 2.70 -4.41
H 5.12 2.88 -4.14
H 5.43 1.72 -1.74
H 7.10 1.90 -1.99
Cl -6.99 -4.46 5.16
C -5.30 -3.68 5.20
C -4.72 -3.63 3.77
Cl -4.07 -5.19 3.26
H -4.67 -4.13 5.96
H -5.40 -2.64 5.54
H -3.79 -3.07 3.66
H -5.44 -3.23 3.07
*
```

## Properties
HOMO-LUMO gap	10.826	eV
relative energy (zero: lowest compared OMol25 entry of this formula, charge and spin)	516.0	kJ/mol
E	-168987.07649	eV
E_HOMO	-10.407	eV

---

Molecular formula: C33H26BrClIMoN3O4S2
Method: DFT, ωB97M-V/def2-TZVPD

Structure (ORCA input):
```
! wB97M-V def2-TZVPD RIJCOSX def2/J DEFGRID3
* xyz 2 3
Mo 0.51 0.04 0.49
O -0.39 1.68 1.13
S -0.39 2.75 2.25
C -1.43 4.07 1.51
C -1.61 3.93 0.00
C -2.76 2.98 -0.37
C -2.75 2.62 -1.85
S -1.90 1.01 -2.17
O -0.88 0.92 -1.05
C -3.25 -0.05 -1.68
C -3.26 -0.70 -0.46
C -4.31 -1.55 -0.16
C -5.34 -1.74 -1.07
C -5.32 -1.09 -2.29
C -4.26 -0.25 -2.61
C 1.24 3.47 2.09
C 1.83 3.95 3.25
C 3.12 4.45 3.19
C 3.79 4.48 1.98
C 3.18 4.01 0.82
C 1.90 3.49 0.87
H -0.95 5.01 1.79
H -2.39 4.02 2.03
H -0.68 3.58 -0.45
H -1.82 4.92 -0.40
H -3.71 3.44 -0.11
H -2.67 2.06 0.22
H -2.20 3.36 -2.44
H -3.74 2.51 -2.28
H -2.46 -0.55 0.25
H -4.33 -2.08 0.79
H -6.17 -2.39 -0.82
H -6.12 -1.24 -3.01
H -4.22 0.24 -3.58
H 1.29 3.93 4.19
H 3.60 4.81 4.09
H 4.81 4.86 1.94
H 3.70 4.07 -0.13
H 1.43 3.11 -0.03
Cl 3.79 -4.78 4.87
C 3.10 -3.82 3.63
C 3.64 -3.86 2.34
C 3.15 -3.05 1.34
C 2.09 -2.20 1.61
O 1.58 -1.36 0.70
C 1.50 -2.19 2.90
C 0.40 -1.34 3.14
O -0.06 -0.54 2.27
C 2.03 -3.00 3.91
H 4.47 -4.53 2.13
H 3.59 -3.07 0.35
H -0.09 -1.35 4.11
H 1.61 -2.98 4.91
N 1.68 0.53 -1.02
C 2.63 0.35 -1.70
C 3.70 0.02 -2.45
C 4.20 0.77 -3.54
N 4.61 1.37 -4.43
C 4.34 -1.18 -2.04
N 4.82 -2.17 -1.68
Br 1.18 -5.17 -1.05
C 1.57 -4.37 -2.72
C 2.46 -5.00 -3.57
C 2.80 -4.41 -4.78
C 2.27 -3.17 -5.12
C 1.36 -2.55 -4.29
C 1.00 -3.16 -3.10
I -0.51 -2.25 -1.92
H 2.91 -5.94 -3.28
H 3.48 -4.91 -5.45
H 2.56 -2.69 -6.05
H 0.93 -1.59 -4.55
*
```

## Properties
HOMO-LUMO gap (spin up / spin down)	5.538 / 5.734	eV
relative energy (zero: lowest compared OMol25 entry of this formula, charge and spin)	100.9	kJ/mol
E	-161476.99555	eV
E_HOMO (spin up / spin down)	-13.329 / -13.417	eV

---

Molecular formula: C25H27BaN2O8
Method: DFT, ωB97M-V/def2-TZVPD

Structure (ORCA input):
```
! wB97M-V def2-TZVPD RIJCOSX def2/J DEFGRID3
* xyz -1 1
Ba -0.63 -1.26 0.71
C -1.21 0.53 3.50
O -0.18 0.54 2.51
C 0.52 1.66 2.22
C 0.74 2.65 3.18
C 1.52 3.75 2.89
C 2.10 3.89 1.64
C 1.87 2.93 0.67
C 1.06 1.81 0.92
N 0.76 0.88 -0.10
N 1.08 1.29 -1.27
C 0.91 0.57 -2.39
C 0.33 -0.76 -2.52
O -0.25 -1.39 -1.61
C 0.42 -1.38 -3.83
C 0.90 -0.74 -4.92
C 1.37 0.60 -4.84
C 1.82 1.28 -5.99
C 2.27 2.57 -5.92
C 2.27 3.22 -4.68
C 1.84 2.58 -3.55
C 1.38 1.25 -3.58
H -0.77 0.58 4.50
H -1.78 -0.40 3.37
H -1.89 1.37 3.33
H 0.30 2.54 4.16
H 1.69 4.50 3.65
H 2.73 4.74 1.42
H 2.30 3.03 -0.31
H 0.06 -2.40 -3.88
H 0.93 -1.24 -5.88
H 1.81 0.75 -6.94
H 2.61 3.09 -6.80
H 2.61 4.25 -4.62
H 1.84 3.10 -2.60
C 2.38 -1.67 3.96
C 1.57 -2.89 3.51
C 1.85 -4.10 4.40
O 0.16 -2.57 3.56
C 1.95 -3.19 2.02
O 3.00 -3.82 1.83
O 1.15 -2.72 1.19
H 2.14 -1.41 5.00
H 2.15 -0.82 3.31
H 3.44 -1.89 3.90
H 1.76 -3.84 5.46
H 2.85 -4.46 4.21
H 1.13 -4.89 4.17
H 0.01 -2.22 4.44
C -3.66 -0.28 -2.11
C -4.07 -0.86 -0.76
C -5.54 -1.25 -0.76
O -3.29 -2.04 -0.48
C -3.74 0.22 0.30
O -4.56 1.14 0.46
O -2.64 0.07 0.87
H -3.86 -1.00 -2.92
H -2.59 -0.04 -2.11
H -4.22 0.63 -2.31
H -5.78 -1.86 -1.64
H -6.16 -0.36 -0.76
H -5.77 -1.84 0.13
H -2.98 -2.42 -1.31
*
```

## Properties
HOMO-LUMO gap	6.797	eV
E	-46422.35703	eV
E_HOMO	-4.876	eV

---

What is the E in the second record? -14738.64878 eV